Record 1
2 unconnected molecules or ions with the total composition C3H9N in a non-equilibrium geometry. Source: the OMol25 dataset; level of theory: wB97M-V/def2-TZVPD.

Properties
relative energy (zero: lowest compared OMol25 entry of this formula, charge and spin): 42.7 kcal/mol
HOMO-LUMO gap: 0.39228 Ha
SMILES string: C=C.CN
LUMO: 1.12 eV
2S+1: 1
highest occupied orbital energy: -9.556 eV
net charge: 0

Atoms and positions in Å:
H (3.52664, 0.01048, 1.31059)
H (-2.04107, -1.58902, -0.03370)
H (3.34046, 0.63274, -0.43882)
H (-2.94204, 0.10171, -1.15627)
C (-2.11565, 0.31865, -0.47849)
H (-1.53584, 1.03714, -1.04603)
H (-0.68837, -1.15433, -0.68773)
H (-2.57565, 0.94001, 0.30421)
C (1.55719, 0.05153, 0.51905)
H (0.93635, 0.73129, -0.05186)
C (2.87659, 0.28246, 0.48335)
N (-1.35457, -0.83899, 0.00967)
H (1.01595, -0.52369, 1.26603)

Here are the Mulliken charges for atoms 1 to 5, given in e:
1. H 0.235
2. H 0.242
3. H 0.222
4. H 0.314
5. C -0.804

Record 2
A gas-phase ion, C3H9N (charge +1) in a non-equilibrium geometry. Source: the OMol25 dataset; level of theory: wB97M-V/def2-TZVPD.

Properties
relative energy (zero: lowest compared OMol25 entry of this formula, charge and spin): 22.7 kcal/mol
HOMO-LUMO gap (alpha / beta): 0.51293 / 0.36835 Ha
LUMO (alpha / beta): -3.08 / -8.04 eV
2S+1: 2
highest occupied orbital energy (alpha / beta): -17.038 / -18.065 eV
net charge: +1

Atoms and positions in Å:
C (-0.60170, -0.50653, 1.19221)
C (0.22611, -0.83805, -1.03666)
H (-0.77186, 0.20806, 2.00355)
C (0.32809, 1.44282, -0.23875)
H (1.32624, -0.94256, -0.92699)
N (-0.41546, 0.18286, -0.07554)
H (-0.27270, 2.12237, 0.33351)
H (1.38311, 1.31025, 0.17212)
H (-0.14983, -0.46280, -2.00770)
H (0.22063, -1.17193, 1.48778)
H (-1.40350, -1.17725, 1.21669)
H (0.32207, 1.71761, -1.32410)
H (-0.19120, -1.88485, -0.79612)

Here are the Mulliken charges for atoms 1 to 5, given in e:
1. C -0.811
2. C -0.851
3. H 0.328
4. C -0.739
5. H 0.363

Record 3
A gas-phase ion, C3H9N2 (charge +1) in a non-equilibrium geometry. Source: the OMol25 dataset; level of theory: wB97M-V/def2-TZVPD.

Properties
relative energy (zero: lowest compared OMol25 entry of this formula, charge and spin): 18.2 kcal/mol
HOMO-LUMO gap: 0.40907 Ha
SMILES string: CC/[NH+]=C/N
LUMO: -4.70 eV
2S+1: 1
highest occupied orbital energy: -15.828 eV
net charge: +1

Atoms and positions in Å:
C (-0.65013, 1.00003, 0.28881)
N (-0.37987, 2.30005, 0.39880)
H (-1.18479, 2.90806, 0.28002)
H (-1.10519, -1.41348, -0.39061)
H (0.59349, -3.04085, -1.11635)
H (1.07585, 0.37213, -0.17682)
H (-0.01165, -1.88455, 1.01213)
H (-1.69948, 0.68618, 0.30212)
H (0.16175, 2.56405, 1.22083)
C (0.79186, -1.97540, -1.00298)
H (0.63541, -1.51574, -1.98003)
H (1.87027, -1.89693, -0.83219)
N (0.25749, 0.05325, 0.34488)
C (-0.11687, -1.36538, 0.06607)

Here are the Mulliken charges for atoms 1 to 5, given in e:
1. C 0.143
2. N -0.406
3. H 0.306
4. H 0.286
5. H 0.349

Record 4
A molecular structure, C3H9N2 in a non-equilibrium geometry. Source: the OMol25 dataset; level of theory: wB97M-V/def2-TZVPD.

Properties
relative energy (zero: lowest compared OMol25 entry of this formula, charge and spin): 51.3 kcal/mol
HOMO-LUMO gap: 0.41485 Ha
LUMO: -4.28 eV
2S+1: 1
highest occupied orbital energy: -15.565 eV
net charge: +1

Atoms and positions in Å:
H (-1.87709, -0.19096, -1.11470)
H (2.52100, -0.42202, -2.53449)
H (1.94681, 1.27651, -1.08583)
N (-0.66695, 0.19928, 0.55766)
H (0.54779, 0.30107, -0.04759)
H (-1.62970, 0.84827, 2.33265)
H (-2.58202, -0.60975, 0.60983)
H (0.12425, 0.53357, 2.46625)
N (1.46203, 0.41570, -0.90700)
C (1.71254, -0.49313, -1.78573)
H (1.06069, -1.33046, -1.82841)
C (-1.69072, -0.34042, -0.01475)
H (-1.00259, -0.84332, 2.36171)
C (-0.80095, 0.18893, 2.01481)

Here are the Mulliken charges for atoms 1 to 5, given in e:
1. H 0.259
2. H 0.269
3. H 0.235
4. N -0.206
5. H 0.474

Record 5
A molecular structure, C3H9N2 in a non-equilibrium geometry. Source: the OMol25 dataset; level of theory: wB97M-V/def2-TZVPD.

Properties
relative energy (zero: lowest compared OMol25 entry of this formula, charge and spin): 171.3 kcal/mol
HOMO-LUMO gap: 0.23926 Ha
LUMO: -6.87 eV
2S+1: 1
highest occupied orbital energy: -13.376 eV
net charge: +1

Atoms and positions in Å:
C (-0.93279, 0.02526, 0.88147)
H (0.68732, -0.95027, -2.03945)
H (2.29698, 0.28429, -0.03663)
H (-1.00663, -0.54332, -1.50283)
N (1.52182, 0.15140, 0.60905)
N (-2.03612, -0.01623, 0.23538)
C (0.31375, -0.29036, 0.02704)
H (-0.79949, -0.04268, 1.96732)
H (0.93535, 1.72415, 0.61828)
C (0.04803, -0.29537, -1.45760)
H (1.88002, -0.31962, 1.43881)
H (0.16569, 0.75987, -1.77008)
H (-0.38031, -1.16723, 0.43844)
H (-2.69362, 0.68013, 0.59079)

Here are the Mulliken charges for atoms 1 to 5, given in e:
1. C -0.180
2. H 0.352
3. H 0.361
4. H 0.402
5. N -0.369

Record 6
2 unconnected molecules or ions with the total composition C3H9N2 in a non-equilibrium geometry. Source: the OMol25 dataset; level of theory: wB97M-V/def2-TZVPD.

Properties
relative energy (zero: lowest compared OMol25 entry of this formula, charge and spin): 89.7 kcal/mol
HOMO-LUMO gap: 0.35519 Ha
LUMO: -4.12 eV
2S+1: 1
highest occupied orbital energy: -13.789 eV
net charge: +1

Atoms and positions in Å:
N (0.88111, -0.31456, 1.88654)
C (-0.05921, -0.49710, 0.80957)
H (-1.21422, 2.40145, -1.12068)
H (-0.01633, 0.23892, -2.04301)
H (-1.91475, 1.02659, -1.45252)
H (1.65997, -1.01081, 2.14491)
C (0.30963, -1.32184, -0.32165)
H (0.61272, 0.24552, 2.68744)
H (1.41208, -1.58582, -0.56256)
N (-1.17584, 1.39911, -0.81263)
H (-0.41558, -2.06300, -0.74358)
H (0.95373, 1.11188, -0.60265)
C (0.08163, 0.73052, -1.04723)
H (-1.11493, -0.36087, 1.17806)

Here are the Mulliken charges for atoms 1 to 5, given in e:
1. N -0.436
2. C 0.148
3. H 0.291
4. H 0.353
5. H 0.284

Record 7
A gas-phase ion, C3H9N2O (charge -1) in a non-equilibrium geometry. Source: the OMol25 dataset; level of theory: wB97M-V/def2-TZVPD.

Properties
relative energy (zero: lowest compared OMol25 entry of this formula, charge and spin): 28.0 kcal/mol
HOMO-LUMO gap: 0.26224 Ha
SMILES string: NCCNC[O-]
LUMO: 4.41 eV
2S+1: 1
highest occupied orbital energy: -2.727 eV
net charge: -1

Atoms and positions in Å:
C (1.16282, 1.48284, -0.06993)
H (-1.22615, -2.22197, -0.10277)
H (-0.00453, 1.32881, 1.64656)
C (-1.00963, -1.15335, -0.25742)
H (-1.99062, -0.69027, -0.33110)
N (-0.04514, 0.82726, 0.76243)
H (-1.03044, -0.65409, 1.78772)
C (-0.31142, -0.57296, 0.97639)
H (0.61926, 1.81441, -0.98032)
H (0.53890, -0.34302, -1.25070)
O (2.20594, 0.74555, -0.26688)
H (0.60686, -1.17698, 1.09408)
H (-0.70152, -0.64000, -2.19504)
N (-0.15624, -1.06598, -1.45744)
H (1.34190, 2.31976, 0.64443)

Here are the Mulliken charges for atoms 1 to 5, given in e:
1. C -0.665
2. H 0.253
3. H 0.221
4. C -0.620
5. H 0.303

Record 8
2 unconnected molecules or ions with the total composition C3H9N2O in a non-equilibrium geometry. Source: the OMol25 dataset; level of theory: wB97M-V/def2-TZVPD.

Properties
relative energy (zero: lowest compared OMol25 entry of this formula, charge and spin): 33.6 kcal/mol
HOMO-LUMO gap (alpha / beta): 0.17710 / 0.35086 Ha
LUMO (alpha / beta): 0.85 / 0.78 eV
2S+1: 2
highest occupied orbital energy (alpha / beta): -3.967 / -8.772 eV
net charge: 0

Atoms and positions in Å:
H (2.48692, 1.99620, -0.18386)
N (0.46550, 1.79290, 0.44683)
C (-1.32747, -1.04874, -0.59937)
N (1.99007, -0.02117, -0.04108)
H (1.29444, -0.77301, -0.00694)
H (2.91313, -0.22433, -0.36434)
H (-1.03277, -0.99776, -1.64219)
H (-0.31118, 1.21050, 0.65456)
O (-0.40875, -1.53639, 0.29117)
C (1.68436, 1.30985, 0.03577)
H (-0.82270, -1.56811, 1.16082)
H (-2.87871, -0.46972, 0.72531)
C (-2.51257, -0.53667, -0.29217)
H (-3.18942, -0.27090, -1.09041)
H (0.36329, 2.78789, 0.48630)

Here are the Mulliken charges for atoms 1 to 5, given in e:
1. H 0.343
2. N -0.324
3. C 0.064
4. N -0.348
5. H 0.257

Record 9
A gas-phase ion, C3H9N2O (charge +1) in a non-equilibrium geometry. Source: the OMol25 dataset; level of theory: wB97M-V/def2-TZVPD.

Properties
relative energy (zero: lowest compared OMol25 entry of this formula, charge and spin): 150.3 kcal/mol
HOMO-LUMO gap (alpha / beta): 0.30401 / 0.31706 Ha
LUMO (alpha / beta): -7.15 / -6.83 eV
2S+1: 1
highest occupied orbital energy (alpha / beta): -15.427 / -15.454 eV
net charge: +1

Atoms and positions in Å:
H (-0.19658, 2.14362, -1.19911)
H (0.40592, 2.81041, 0.15032)
C (1.02354, 0.98446, -0.21171)
O (2.16934, 0.92877, 0.27815)
H (-1.47010, -0.14378, -0.96245)
N (0.23740, -0.44069, 0.16298)
H (-0.42892, -1.41030, -1.60625)
H (-1.41501, -1.78868, -0.22313)
C (-0.80377, -0.92699, -0.67215)
H (1.20024, 0.29162, -1.12845)
H (0.83388, -2.48558, 0.37190)
H (1.98043, -1.24014, 0.66676)
H (0.80027, -1.58221, 1.84059)
N (0.23390, 1.93450, -0.34367)
C (0.88443, -1.48409, 0.80460)

Here are the Mulliken charges for atoms 1 to 5, given in e:
1. H 0.250
2. H 0.278
3. C 0.293
4. O -0.381
5. H 0.355

Record 10
A molecular structure, C3H9N2O in a non-equilibrium geometry. Source: the OMol25 dataset; level of theory: wB97M-V/def2-TZVPD.

Properties
relative energy (zero: lowest compared OMol25 entry of this formula, charge and spin): 217.4 kcal/mol
HOMO-LUMO gap (alpha / beta): 0.36696 / 0.32169 Ha
LUMO (alpha / beta): -6.29 / -6.58 eV
2S+1: 1
highest occupied orbital energy (alpha / beta): -16.274 / -15.330 eV
net charge: +1

Atoms and positions in Å:
H (1.08084, -2.87076, -1.05431)
H (-0.28753, 2.99927, 1.41514)
N (0.22814, -1.05123, -0.54877)
H (-0.16399, -2.88139, 0.28328)
H (-0.42840, 1.52912, -0.68201)
C (-0.72681, 1.06207, 0.34875)
O (-0.44287, -0.34780, 0.36884)
H (1.11940, 1.72933, 1.45651)
H (-0.51314, -2.83785, -1.44209)
H (-0.44056, 1.55717, 2.40741)
C (0.03100, 1.86686, 1.39918)
H (-1.76618, 1.29692, 0.57720)
C (0.17091, -2.47836, -0.66272)
H (0.82777, 0.67931, -1.97222)
N (1.31141, -0.25267, -1.89419)

Here are the Mulliken charges for atoms 1 to 5, given in e:
1. H 0.286
2. H 0.343
3. N 0.114
4. H 0.355
5. H 0.116

Record 11
A gas-phase ion, C3H9N2O (charge +1) in a non-equilibrium geometry. Source: the OMol25 dataset; level of theory: wB97M-V/def2-TZVPD.

Properties
relative energy (zero: lowest compared OMol25 entry of this formula, charge and spin): 77.8 kcal/mol
HOMO-LUMO gap: 0.37339 Ha
SMILES string: CC(=[NH2+])N(C)O
LUMO: -4.08 eV
2S+1: 1
highest occupied orbital energy: -14.237 eV
net charge: +1

Atoms and positions in Å:
H (1.62180, 1.32083, 0.42415)
C (0.99221, -0.88734, 1.51119)
H (0.32938, 2.39381, -0.35041)
H (-1.91786, -0.17327, -1.15711)
H (-0.80174, 0.64851, -2.30236)
C (-1.24109, 0.65464, -1.26084)
N (0.66201, 1.48634, 0.03389)
N (0.13276, -0.81524, 0.30995)
H (-1.71130, 1.62578, -1.08840)
H (0.48011, -1.73889, 2.04002)
H (-0.61128, -2.05299, -1.00798)
H (2.02068, -1.10368, 1.09830)
H (0.98275, -0.03041, 2.07480)
C (-0.19055, 0.52768, -0.27805)
O (-0.74786, -1.85576, -0.04716)

Here are the Mulliken charges for atoms 1 to 5, given in e:
1. H 0.276
2. C -1.035
3. H 0.254
4. H 0.383
5. H 0.336

Record 12
2 unconnected molecules or ions with the total composition C3H9N2O in a non-equilibrium geometry. Source: the OMol25 dataset; level of theory: wB97M-V/def2-TZVPD.

Properties
relative energy (zero: lowest compared OMol25 entry of this formula, charge and spin): 93.1 kcal/mol
HOMO-LUMO gap: 0.37187 Ha
LUMO: -3.33 eV
2S+1: 1
highest occupied orbital energy: -13.447 eV
net charge: +1

Atoms and positions in Å:
C (1.66554, 0.35316, 0.32038)
H (3.22661, 0.61583, -1.04328)
H (0.41058, -1.04836, -0.53603)
H (3.73030, 0.40668, 0.56504)
H (-1.83470, -0.01556, -1.12059)
O (-0.58128, 0.34532, 0.48321)
H (-3.60529, 1.11476, -0.15646)
C (3.04698, -0.00810, -0.17688)
N (0.52474, -0.21414, 0.13959)
H (-3.67450, -0.17631, 1.05972)
H (3.28838, -1.07108, -0.27647)
H (-2.14495, -1.44505, -0.11922)
N (-3.32040, 0.24243, 0.21419)
H (1.59667, 1.29062, 0.95955)
C (-2.32870, -0.39020, -0.31275)

Here are the Mulliken charges for atoms 1 to 5, given in e:
1. C 0.028
2. H 0.313
3. H 0.297
4. H 0.312
5. H 0.341